The following is a DFT calculation (ωB97M-V with the def2-TZVPD basis set) of a 3-piece molecular cluster, C4H10NO2S overall at a distorted geometry.

Last column: natural (NBO) charge in e.
Positions of all 18 atoms, in Å:
S -0.531 -3.823 -0.366  -0.65
O -1.545 1.421 1.616  -0.55
O 2.449 0.957 -0.640  -1.14
N -1.225 0.784 -0.635  -0.45
C 0.254 -0.075 1.158  -0.20
C -0.214 0.491 -1.598  -0.50
C -0.270 -1.105 1.828  -0.33
C -0.671 1.073 0.747  0.16
H -0.387 0.928 -2.584  0.19
H 0.207 -2.071 1.870  0.23
H 0.004 -0.588 -1.704  0.23
H -0.467 -2.477 -0.342  0.10
H 0.103 1.881 0.509  0.33
H 0.767 0.878 -1.307  0.31
H -1.806 1.585 -0.876  0.37
H 3.380 1.188 -0.550  0.42
H -1.278 -1.009 2.210  0.20
H 1.229 -0.038 0.666  0.29

DFT total energy in Ha: -761.583660
Energy above the lowest of the compared OMol25 structures with the same formula, charge and spin in eV: 9.191
Frontier orbital gap in eV: 2.98
HOMO in hartree: -0.144
E_LUMO in Ha: -0.0344
Charge: -1

The following is a DFT calculation (ωB97M-V with the def2-TZVPD basis set) of C19H31BBrHfN4O6 as an isolated structure at a distorted geometry.

Last column: natural (NBO) charge in e.
Positions of all 63 atoms, in Å:
Hf -0.498 -0.443 -0.303  2.47
Br 1.229 4.843 2.793  0.22
O 1.558 -0.364 1.395  -0.55
O 3.362 1.823 3.796  -0.45
O -1.689 -2.351 -0.781  -0.62
O 2.425 3.131 5.352  -0.53
O 0.839 -2.127 -0.510  -0.63
O -1.405 -1.274 1.187  -0.91
N -0.946 1.410 0.704  -0.65
N -2.040 0.437 -1.671  -0.54
N -1.632 -0.465 -2.735  -0.46
N 0.995 0.418 -1.640  -0.92
C -0.640 2.478 -0.022  0.09
C 1.969 0.789 -2.247  0.57
C -2.764 -0.871 -3.436  0.33
C -3.403 0.678 -1.885  0.34
C -2.236 -2.249 0.619  0.25
C -0.361 2.547 2.720  -0.29
C -4.193 1.522 -0.871  -0.66
C 2.429 0.702 1.837  -0.10
C -1.023 1.507 2.040  0.12
C 3.146 2.106 5.024  0.78
C -3.824 -0.084 -2.981  -0.32
C 0.428 -3.209 -1.399  -0.10
C -2.533 -1.807 -4.543  -0.69
C 1.357 -2.567 0.851  -0.09
C -0.967 -3.615 -0.993  -0.12
C 2.346 -1.568 1.198  -0.11
C 2.984 0.478 3.248  -0.10
C 0.244 3.553 1.884  -0.04
C -0.040 3.595 0.476  -0.25
B 3.304 1.160 -2.914  -0.64
H 2.243 -0.028 3.883  0.22
H -4.597 0.812 -0.143  0.26
H 2.106 3.654 4.568  0.52
H -3.273 -1.973 0.567  0.20
H 3.916 -0.174 3.185  0.25
H -1.704 -1.510 -5.202  0.27
H -1.439 -4.254 -1.781  0.25
H 3.583 0.332 -3.805  0.10
H -2.043 -3.278 0.991  0.18
H 3.338 2.377 -3.288  0.09
H 0.576 -2.731 1.574  0.24
H -3.365 -1.901 -5.220  0.28
H -3.461 2.325 -0.437  0.23
H 2.926 -1.777 2.118  0.22
H 1.109 -4.143 -1.269  0.25
H 1.764 -3.601 0.699  0.25
H -0.993 -4.315 -0.103  0.22
H -4.858 -0.034 -3.277  0.28
H 3.375 1.353 5.766  0.22
H -0.926 0.003 -3.348  0.46
H 1.959 1.646 1.653  0.23
H -2.170 -2.793 -4.195  0.26
H -0.430 2.584 3.802  0.26
H -0.960 2.438 -1.091  0.27
H -4.956 2.114 -1.433  0.28
H -1.478 0.752 2.632  0.25
H 3.052 -1.442 0.402  0.24
H 4.162 1.017 -1.966  0.07
H 0.250 4.422 -0.213  0.30
H 3.345 0.738 1.141  0.23
H 0.528 -2.796 -2.401  0.24

DFT total energy in Ha: -4058.929940
Energy above the lowest of the compared OMol25 structures with the same formula, charge and spin in eV: 0.000
Frontier orbital gap in eV: 7.00
HOMO in hartree: -0.612
E_LUMO in Ha: -0.3550
Charge: +3

The following is a DFT calculation (ωB97M-V with the def2-TZVPD basis set) of an isolated ion of composition C4H8N7 and charge +1 at a distorted geometry.

Last column: natural (NBO) charge in e.
Positions of all 19 atoms, in Å:
N 1.332 -0.131 -1.883  -0.50
N -1.093 1.033 2.627  -0.49
N -1.177 0.254 1.608  0.11
N -1.539 0.776 -1.794  -0.73
N 2.372 -1.285 -0.316  -0.48
N 0.673 -1.505 1.310  -0.76
N -1.206 0.771 0.465  -0.31
C -0.844 0.351 -0.729  0.46
C 0.418 -0.292 -0.851  -0.11
C 2.474 -0.722 -1.491  0.27
C 1.115 -1.048 0.116  0.40
H 3.365 -0.748 -2.086  0.23
H -1.295 0.471 -2.721  0.42
H 1.353 -2.082 1.787  0.42
H 1.199 0.423 -2.713  0.43
H -0.284 -1.794 1.408  0.42
H -1.194 0.597 3.531  0.42
H -2.421 1.243 -1.663  0.43
H -0.941 2.039 2.559  0.40

DFT total energy in Ha: -540.252096
Energy above the lowest of the compared OMol25 structures with the same formula, charge and spin in eV: 0.000
Frontier orbital gap in eV: 8.05
HOMO in hartree: -0.449
E_LUMO in Ha: -0.1536
Charge: +1

The following is a DFT calculation (ωB97M-V with the def2-TZVPD basis set) of C34H27BCo2F6O8S as an isolated structure at a distorted geometry.

Last column: Löwdin charge in e.
Positions of all 79 atoms, in Å:
Co -0.626 3.896 -6.504  0.16
Co -0.249 3.025 -3.755  0.12
S -1.193 -3.787 4.809  1.09
F 0.262 2.162 8.058  0.11
F 1.067 0.133 7.760  0.11
F -2.130 3.480 2.562  0.10
F -2.537 4.183 4.612  0.11
F -3.787 2.601 3.719  0.11
F 2.078 1.864 6.845  0.11
O -1.630 6.626 -6.629  0.16
O 2.486 3.934 -3.091  0.18
O -1.430 5.556 -2.929  0.19
O -0.789 -1.272 1.736  0.05
O 2.273 3.889 -6.914  0.15
O -1.040 1.491 -1.388  0.20
O -1.353 2.479 -8.948  0.16
O 0.834 -2.105 3.287  0.03
C -1.492 0.826 3.601  0.04
C 1.135 3.928 -6.691  -0.11
C -2.503 3.075 3.821  -0.52
C 0.459 -1.338 1.077  -0.48
C 4.010 -0.672 -6.232  -0.04
C 0.847 1.334 7.143  -0.52
C 0.007 1.170 5.905  -0.11
C 3.037 -0.928 -7.218  -0.06
C -0.701 2.048 -2.352  -0.02
C 2.380 0.600 -4.954  0.00
C 1.369 0.277 -5.891  -0.21
C -1.115 3.049 -7.965  -0.09
C -1.607 -2.608 3.617  -0.36
C -1.270 5.527 -6.514  -0.11
C -0.428 1.687 -4.916  -0.24
C -3.598 -3.786 3.922  -0.14
C -0.643 -0.175 4.033  -0.04
C -0.010 0.679 -5.722  0.02
C 0.117 -0.016 5.179  0.05
C 1.260 -2.425 1.979  -0.49
C -2.907 -2.753 3.196  -0.11
C -0.956 4.566 -3.286  -0.09
C -1.577 2.010 4.338  -0.11
C -1.387 2.722 -5.080  -0.23
C 1.486 3.500 -3.492  -0.07
C 0.840 -3.852 1.644  -0.02
C 1.129 0.039 1.130  -0.01
C 1.742 -0.444 -7.060  -0.01
C -2.809 -4.429 4.853  -0.59
C 0.266 -1.749 -0.370  -0.02
C 3.682 0.107 -5.114  -0.04
C 2.772 -2.312 1.879  -0.02
C -0.834 2.202 5.497  0.04
C -3.190 -5.489 5.806  -0.13
B -0.488 -1.552 3.117  -0.94
H 1.344 0.345 2.163  0.10
H -2.474 2.664 -5.013  0.11
H 1.267 -4.534 2.390  0.09
H 1.239 -1.882 -0.859  0.08
H -0.739 0.254 -6.423  0.14
H 5.022 -1.062 -6.358  0.12
H -2.550 -6.370 5.691  0.07
H -0.252 -3.964 1.650  0.09
H 0.965 -0.576 -7.824  0.12
H -3.089 -5.132 6.836  0.08
H 1.225 -4.138 0.656  0.08
H 3.118 -1.335 2.222  0.08
H 3.237 -3.083 2.500  0.09
H 2.129 1.243 -4.105  0.09
H -0.277 -0.962 -0.902  0.06
H -3.381 -2.152 2.426  0.11
H -2.090 0.701 2.699  0.13
H 3.088 -2.469 0.841  0.08
H 4.438 0.338 -4.358  0.12
H -4.227 -5.776 5.633  0.07
H 3.286 -1.500 -8.116  0.11
H 2.065 0.043 0.557  0.08
H 0.458 0.778 0.675  0.07
H 0.790 -0.802 5.516  0.13
H -4.639 -4.049 3.764  0.10
H -0.908 3.125 6.065  0.13
H -0.304 -2.678 -0.437  0.09

DFT total energy in Ha: -5701.360656
Energy above the lowest of the compared OMol25 structures with the same formula, charge and spin in eV: 1.794
Frontier orbital gap in eV: 1.21
HOMO in hartree: -0.235
E_LUMO in Ha: -0.1899
Charge: 0

The following is a DFT calculation (ωB97M-V with the def2-TZVPD basis set) of C31H31AsN5O4Ru as an isolated structure at a distorted geometry.

Last column: Löwdin charge in e.
Positions of all 73 atoms, in Å:
Ru 0.986 0.606 -0.398  1.46
As 0.540 -2.598 1.312  1.11
O -0.309 1.585 -1.649  -0.11
O -3.234 -2.165 -1.839  0.06
O 2.626 0.777 -1.577  -0.19
O -0.639 0.003 0.668  -0.22
N -0.814 -1.318 -1.203  0.01
N 0.735 2.354 0.520  -0.10
N 2.225 0.362 1.194  -0.03
N 0.442 -1.017 -1.407  -0.20
N -0.170 3.145 0.012  0.08
C -2.227 3.182 -2.995  -0.01
C -1.384 -0.661 -0.184  -0.46
C -2.474 4.415 -0.936  -0.02
C 4.644 -2.253 -3.512  -0.11
C 1.256 -1.821 -2.105  -0.05
C -5.036 -1.469 -0.499  -0.01
C 1.852 -4.005 1.804  -0.32
C 2.611 1.221 3.431  0.00
C -4.688 -0.036 1.403  -0.09
C 3.409 0.155 3.717  -0.05
C 3.673 -0.790 2.699  -0.05
C -0.211 -2.246 3.093  -0.29
C 5.273 -1.051 -3.179  -0.08
C 0.844 3.605 2.634  -0.02
C -3.339 -0.016 1.138  -0.02
C 3.222 -0.229 -2.134  -0.35
C -3.538 5.101 -1.482  -0.08
C 3.341 -2.468 -3.142  -0.05
C -0.860 -3.855 0.700  -0.29
C 3.061 -0.635 1.477  -0.17
C -3.295 3.874 -3.531  -0.08
C -3.956 4.832 -2.777  -0.08
C 2.577 -1.502 -2.441  -0.16
C -2.802 -0.719 0.046  -0.09
C -0.711 2.684 -1.105  -0.39
C 1.215 2.442 1.767  -0.23
C 4.573 -0.074 -2.502  -0.02
C -5.539 -0.765 0.580  -0.07
C -1.808 3.446 -1.690  -0.15
C 2.019 1.356 2.148  -0.18
C -3.676 -1.457 -0.785  -0.27
H -1.017 -4.643 1.434  0.02
H -1.801 -3.331 0.536  0.01
H -1.104 -1.636 2.968  0.01
H 1.386 -4.813 2.363  0.02
H 0.859 -2.787 -2.408  0.13
H -2.263 -2.038 -1.907  0.07
H 5.186 -3.016 -4.053  0.10
H 5.048 0.858 -2.234  0.11
H 2.284 -4.414 0.892  0.01
H 2.657 -3.587 2.403  -0.01
H 6.308 -0.894 -3.445  0.10
H 0.240 3.271 3.479  0.09
H -6.598 -0.786 0.782  0.10
H -5.083 0.513 2.245  0.10
H -0.555 -4.312 -0.242  0.02
H 2.417 1.989 4.160  0.11
H 1.725 4.109 3.032  0.09
H -2.161 4.602 0.079  0.10
H -0.477 -3.173 3.599  0.02
H 0.499 -1.695 3.709  0.01
H -5.689 -2.038 -1.141  0.12
H -1.708 2.430 -3.571  0.12
H -2.656 0.550 1.755  0.11
H 2.863 -3.409 -3.375  0.11
H 4.333 -1.622 2.879  0.11
H -4.798 5.366 -3.190  0.10
H -3.615 3.666 -4.541  0.10
H 0.257 4.305 2.043  0.07
H 3.850 0.033 4.695  0.11
H -4.045 5.849 -0.890  0.10
H 3.247 -1.342 0.670  0.11

DFT total energy in Ha: -4105.300064
2S+1: 2
Frontier orbital gap (alpha / beta) in eV: 6.09 / 5.74
HOMO (alpha / beta) in hartree: -0.261 / -0.261
E_LUMO (alpha / beta) in Ha: -0.0377 / -0.0504
Charge: 0
Expectation value of S²: 0.7769

The following is a DFT calculation (ωB97M-V with the def2-TZVPD basis set) of the molecule C4H9NO at a distorted geometry.

Last column: natural (NBO) charge in e.
Positions of all 15 atoms, in Å:
O -0.169 2.028 -1.876  -0.52
N -0.824 0.259 0.714  -0.66
C 0.066 0.946 -1.407  0.43
C 1.585 -0.190 0.232  -0.63
C 0.361 0.773 0.078  -0.14
C -1.421 -1.063 0.495  -0.41
H 1.630 -0.797 1.122  0.22
H 0.655 1.740 0.471  0.22
H 0.041 0.044 -2.037  0.10
H 2.476 0.419 0.042  0.22
H -0.736 -1.727 -0.024  0.20
H -1.271 0.798 1.435  0.39
H -1.637 -1.498 1.470  0.19
H 1.590 -0.834 -0.656  0.20
H -2.342 -0.899 -0.060  0.19

DFT total energy in Ha: -287.757983
Energy above the lowest of the compared OMol25 structures with the same formula, charge and spin in eV: 2.026
Frontier orbital gap in eV: 9.30
HOMO in hartree: -0.304
E_LUMO in Ha: 0.0372
Charge: 0